1.
This record from the OMol25 dataset describes 5 unconnected molecules or ions with the total composition C6H25N2O4 in a non-equilibrium geometry. The level of theory is wB97M-V/def2-TZVPD.

Last column: Mulliken charge in e.
Cartesian coordinates (Å):
1 H 2.13507 0.71191 -2.52438  0.3301
2 H -3.08309 0.82895 0.06525  0.3793
3 H -1.52463 1.10388 0.42815  0.4829
4 H -2.24605 -1.00121 -1.47251  0.4171
5 O -1.68461 -2.58948 1.81067  -0.6387
6 H 1.56733 2.08476 1.49837  0.3137
7 H -1.41980 3.14383 -0.37836  0.2809
8 C 2.11394 1.81850 0.57596  -1.1475
9 C 1.17876 1.26702 -2.14740  -1.2551
10 H -2.01122 0.17442 3.46802  0.2575
11 N 0.75087 0.55675 -0.93636  0.3206
12 C 1.79472 0.43365 0.04373  0.4508
13 H 3.21563 2.22649 0.74100  0.2572
14 H 0.36678 -0.42077 1.20912  -0.1135
15 O -1.60249 -0.09878 2.68224  -0.5848
16 H -1.95476 -3.53183 1.74052  0.3373
17 H 1.81264 -0.37129 2.11359  0.3455
18 H 1.56015 2.24851 -1.88740  0.2980
19 H 2.60502 -0.09761 -0.52172  0.2857
20 O 1.45278 -2.94326 -1.55103  -0.5803
21 O -1.92042 2.71663 0.32010  -0.6013
22 H -0.20146 -1.35489 -0.40168  0.2968
23 H 0.25537 -1.11685 -2.12519  0.5709
24 H 1.46054 -3.93395 -1.53025  0.2761
25 H 1.68948 2.62558 -0.17309  0.1410
26 H 1.65554 -1.72568 0.77967  0.1916
27 H -1.34305 -1.01429 2.95584  0.2872
28 H 2.41333 -2.69500 -1.68659  0.3119
29 H -2.12579 3.41940 0.95884  0.2782
30 C -1.63705 -0.09082 -1.27513  -1.0332
31 H 0.46497 1.16736 -2.84471  0.4868
32 C 1.36566 -0.63871 1.07605  -0.5783
33 N -2.11316 0.33991 0.08216  -0.2101
34 H -0.79784 -2.80359 1.51018  0.2606
35 H -2.12511 -0.42745 0.68997  0.3399
36 C -0.14928 -0.58291 -1.20682  -0.8252
37 H -1.91878 0.57083 -2.08684  0.3702

Summary:
ΔE to the lowest compared entry with this formula, charge and spin	3.512	eV
LUMO	-2.61	eV
net charge	+1
orbital gap	0.3205	hartree
highest occupied orbital energy	-11.33	eV


2.
This record from the OMol25 dataset describes 8 unconnected molecules or ions with the total composition C6H25N2O7 in a non-equilibrium geometry. The level of theory is wB97M-V/def2-TZVPD.

Last column: Mulliken charge in e.
Cartesian coordinates (Å):
1 O 1.77178 3.30839 -0.59528  -0.6452
2 H 0.08359 -1.70479 1.11879  0.0191
3 H -0.01204 0.46923 3.72170  0.3225
4 O -0.97635 2.67970 0.34874  -0.5791
5 H -0.10958 -2.05194 3.52026  0.3222
6 H -2.04858 -1.78647 0.59559  0.1854
7 H 0.20414 2.01102 -1.74659  0.2117
8 H 3.34107 -2.19924 -1.56766  0.2204
9 H -2.29810 0.75404 -0.98527  0.3920
10 H 2.42601 3.04710 -1.26078  0.3128
11 H 1.81948 4.27155 -0.57094  0.3130
12 H -1.15909 2.97384 1.24000  0.2282
13 H 1.30902 -2.47878 -2.92226  0.4315
14 O -2.52773 1.04222 1.80924  -0.6171
15 H -1.87574 1.29270 2.50757  0.3297
16 H -0.63429 -1.36532 4.73453  0.3094
17 O -0.06759 1.14960 -2.09519  -0.6034
18 C -1.23988 -2.26913 -1.34359  -0.6040
19 C -2.14576 -1.41067 -0.43818  -0.6372
20 H 2.64737 0.60997 -1.67775  0.3496
21 H -0.03337 2.71692 0.15556  0.3303
22 C 0.74435 -1.88452 0.28328  0.4765
23 O -0.75921 -1.39086 3.77971  -0.6564
24 C 2.10595 -1.81539 0.12774  -0.9473
25 H -1.52749 0.40565 0.40920  0.2795
26 H 3.33182 1.20905 -2.92476  0.2863
27 H -0.86875 0.16702 -1.11301  0.3746
28 H 2.85757 -1.53474 0.84603  0.3968
29 C 0.20051 -2.14985 -1.02445  0.6634
30 H -3.17575 -1.61015 -0.73005  0.4248
31 N 2.42940 -1.99834 -1.19638  0.0254
32 O 2.54854 1.28610 -2.35792  -0.6853
33 H -1.41308 -2.05675 -2.42557  0.3089
34 H 0.20829 1.93251 2.96774  0.3066
35 N -1.75413 0.01025 -0.52943  0.0012
36 H -1.60715 -3.33034 -1.23400  0.3707
37 C 1.25276 -2.19654 -1.88911  -1.1782
38 H 0.62484 0.99258 -2.75439  0.3495
39 O -0.38658 1.26971 3.33730  -0.6567
40 H -3.28623 1.63468 1.87960  0.2678

Summary:
ΔE to the lowest compared entry with this formula, charge and spin	0.000	eV
LUMO	-2.45	eV
net charge	+1
orbital gap	0.3327	hartree
highest occupied orbital energy	-11.50	eV


3.
This record from the OMol25 dataset describes 6 unconnected molecules or ions with the total composition C6H25NO6 in a non-equilibrium geometry. The level of theory is wB97M-V/def2-TZVPD.

Last column: Mulliken spin population.
Cartesian coordinates (Å):
1 C 0.62671 2.06485 1.17835  0.1883
2 H 0.70114 2.34920 0.12455  0.3596
3 H 2.67962 2.15689 1.78972  -0.0392
4 C 0.21725 -1.13982 0.44524  0.1590
5 H 2.40350 0.62764 1.07402  0.0005
6 O -0.26980 1.47785 -2.25193  -0.9246
7 H -2.77112 -2.27257 1.01910  -0.0044
8 C -1.37085 -1.87830 2.38170  0.0023
9 H 3.40517 1.55615 -0.73594  -0.0247
10 H 0.41361 -2.97693 1.51334  -0.0194
11 H -1.26311 -1.55162 -2.52989  -0.0175
12 O 2.16560 -0.28155 -2.73564  -0.1948
13 H -1.33981 -2.55660 3.24465  -0.0029
14 H -0.97650 -2.98241 -2.04967  0.0205
15 H 0.93745 -0.73652 1.14262  -0.0180
16 H -1.58200 -0.28177 -0.09081  -0.0557
17 C 1.88959 1.39350 1.64855  -0.0444
18 H -1.12973 -2.97011 0.67967  0.0032
19 H 3.58200 0.37547 -1.47835  0.0051
20 N -0.64288 0.06420 0.07332  0.2574
21 O 3.90936 0.73217 -0.62947  0.2507
22 H -2.99252 2.37883 -1.36083  -0.0260
23 H -1.02545 0.77106 2.04450  -0.0563
24 H 1.45375 0.38913 -2.71734  0.1095
25 O -1.69391 -2.40439 -2.34903  0.2086
26 H 0.45709 -1.48475 -0.55399  -0.0573
27 O -2.90061 1.42450 -1.45918  0.0450
28 C -0.40176 -2.31981 1.21355  0.0201
29 H -2.03025 1.19989 -1.88013  0.1435
30 H -1.17651 -0.85936 2.61329  -0.0188
31 O -2.72868 -1.98035 1.92557  0.0010
32 H 0.26318 1.38326 -1.45763  0.1863
33 H -1.45775 1.74632 0.56596  0.0733
34 C -0.66716 1.16736 1.09121  0.1272
35 H 1.61769 1.08481 2.69360  0.0121
36 H -0.33071 2.37298 -2.63048  0.3687
37 H 1.75981 -0.95690 -3.30377  -0.0333
38 H 0.26857 2.91771 1.75157  -0.0046

Summary:
spin multiplicity	2
LUMO (spin up / spin down)	3.08 / 2.98	eV
net charge	-1
orbital gap (spin up / spin down)	0.1062 / 0.3314	hartree
highest occupied orbital energy (spin up / spin down)	0.19 / -6.03	eV
<S²>	0.751


4.
This record from the OMol25 dataset describes 8 unconnected molecules or ions with the total composition C6H25NO8 in a non-equilibrium geometry. The level of theory is wB97M-V/def2-TZVPD.

Last column: Mulliken charge in e.
Cartesian coordinates (Å):
1 H 1.52008 -1.24744 -2.02857  0.4561
2 H -0.88348 -3.80889 -1.38003  0.2785
3 H -0.43596 3.24399 2.21580  0.3340
4 H 1.05612 -2.45459 2.10301  0.6019
5 H -1.63314 -0.39105 1.73115  0.5183
6 H 1.71058 -0.05030 3.26804  0.3966
7 H 0.79537 3.81708 1.45112  0.3355
8 H 0.28268 -1.09455 -2.94388  0.3654
9 O -0.09870 4.06182 1.72701  -0.6738
10 H 0.20225 -0.60330 3.84651  0.3429
11 H -0.34466 1.56234 3.02315  0.6592
12 O -3.12264 -1.99657 0.47174  -0.5645
13 H -0.26024 -1.76418 1.63237  0.2106
14 H 1.91789 -0.08691 0.44218  0.4125
15 C -1.55804 1.18397 0.34357  -0.2470
16 H 2.68748 2.03781 -1.20423  0.4346
17 C -1.14677 0.50598 1.40015  0.0381
18 H -0.89057 1.85501 -0.10728  0.6092
19 H 1.47038 0.86174 -2.98937  0.3932
20 H -3.25469 1.87904 -0.32996  0.2274
21 C 0.73448 -1.44721 1.83246  -0.5562
22 N -2.80054 1.00480 -0.28265  -0.5531
23 O -0.87433 -3.26563 -0.52308  -0.6847
24 C 0.01934 0.86251 2.28516  -1.2723
25 O -1.59027 -0.57728 -2.30700  -0.6600
26 H -1.65821 -1.18362 -1.60469  0.3746
27 H 0.71207 1.50088 1.78117  0.1954
28 H 2.67060 1.70080 -3.43188  0.3060
29 H -2.32242 -2.22023 0.01865  0.1927
30 H 4.07867 2.43860 -0.70975  0.2512
31 O 3.25533 2.23532 -0.39442  -0.6285
32 H -1.93513 0.17513 -1.88750  0.3707
33 H -3.28543 0.33208 0.26020  0.1463
34 O 1.91558 1.72610 -2.83597  -0.7148
35 C 1.51299 -1.08507 0.58869  0.2377
36 H -3.37298 -2.82954 0.88889  0.2926
37 C 0.73193 -0.34567 2.91398  -1.2666
38 H 0.06278 -3.12718 -0.15450  0.3171
39 O 1.62700 -1.85740 -0.35058  -0.6888
40 O 1.27448 -0.95492 -2.93366  -0.7883

Summary:
ΔE to the lowest compared entry with this formula, charge and spin	1.594	eV
LUMO	0.33	eV
orbital gap	0.3323	hartree
highest occupied orbital energy	-8.71	eV